Entry 1:
Below is a structure of composition C24H29MnN8O3S3Se in a non-equilibrium geometry, with properties calculated with ωB97M-V/def2-TZVPD.

Atoms and positions in Å:
Mn  0.441  -0.307  0.316
C  4.297  -1.345  -1.629
C  3.352  -0.989  -0.524
O  2.139  -0.857  -0.744
N  3.869  -0.830  0.701
C  3.059  -0.510  1.870
C  2.619  0.937  1.847
C  3.293  1.895  2.583
C  2.917  3.225  2.475
C  1.897  3.551  1.598
C  1.260  2.534  0.913
N  1.583  1.245  1.051
H  3.845  -2.117  -2.247
H  5.259  -1.687  -1.256
H  4.452  -0.469  -2.261
H  4.860  -0.945  0.830
H  3.646  -0.713  2.761
H  2.180  -1.161  1.883
H  4.098  1.601  3.242
H  3.422  3.987  3.053
H  1.594  4.577  1.441
H  0.455  2.744  0.224
C  -1.240  -0.740  4.212
C  -0.697  0.107  3.094
O  -0.486  1.320  3.258
O  -0.478  -0.512  1.986
H  -1.523  -0.115  5.054
H  -0.480  -1.455  4.527
H  -2.100  -1.308  3.858
Se  -1.268  0.243  -3.525
N  -1.724  -1.410  -3.829
C  -1.411  -2.130  -2.765
C  -1.545  -3.529  -2.582
C  -1.135  -4.038  -1.384
C  -0.625  -3.198  -0.361
N  -0.466  -1.903  -0.494
C  -0.830  -1.374  -1.689
N  -0.658  -0.080  -1.901
H  -1.938  -4.153  -3.373
H  -1.191  -5.100  -1.193
H  -0.354  -3.617  0.601
S  -3.410  -0.168  0.779
C  -4.610  -0.048  -0.397
N  -5.164  1.072  -0.824
C  -6.093  0.984  -1.945
C  -6.578  -0.462  -1.989
S  -5.270  -1.448  -1.171
H  -4.758  1.963  -0.565
H  -5.583  1.264  -2.870
H  -6.923  1.669  -1.781
H  -6.708  -0.830  -3.002
H  -7.494  -0.616  -1.425
C  -1.329  4.462  4.258
C  -2.040  4.483  2.951
C  -2.824  5.517  2.499
C  -3.451  5.394  1.250
N  -3.276  4.305  0.497
C  -2.470  3.345  0.923
S  -2.130  1.994  -0.086
N  -1.878  3.416  2.142
C  -4.325  6.472  0.716
H  -1.706  5.236  4.921
H  -0.262  4.630  4.096
H  -1.427  3.484  4.728
H  -2.973  6.398  3.105
H  -1.322  2.594  2.484
H  -4.527  7.228  1.471
H  -5.261  6.051  0.349
H  -3.835  6.946  -0.136

Summary:
Kohn-Sham gap (alpha / beta)	6.372 / 6.010	eV
energy above the lowest of the compared OMol25 structures with the same formula, charge and spin	28.4	kcal per mole
max |F|	1.231	eV/A
charge	+2
HOMO (alpha / beta)	-0.462 / -0.466	Eh
spin multiplicity	5
energy	-6342.32862	hartree
E_LUMO (alpha / beta)	-6.1961 / -6.6764	eV

Löwdin atomic charge list, values in e, 2 entries:
1. Mn 0.744
2. C 0.039



Entry 2:
Below is the molecule C3H3N3O2 in a non-equilibrium geometry, with properties calculated with ωB97M-V/def2-TZVPD.

Atoms and positions in Å:
O  1.801  -1.578  -0.743
N  1.105  -0.422  -1.405
C  0.165  -0.121  -0.495
N  -0.850  0.573  -0.899
C  -1.546  1.301  -0.076
N  -0.954  1.302  1.390
C  -0.343  0.206  1.581
O  0.175  -0.725  0.729
H  2.153  -1.592  -1.699
H  -2.563  1.871  -0.319
H  -0.161  -0.337  2.468

Summary:
SMILES	O/N=c1/ncnco1
Kohn-Sham gap	8.480	eV
energy above the lowest of the compared OMol25 structures with the same formula, charge and spin	144.0	kcal per mole
max |F|	6.939	eV/A
HOMO	-0.330	Eh
spin multiplicity	1
energy	-430.69152	hartree
E_LUMO	-0.4868	eV

Löwdin atomic charge list, values in e, 2 entries:
1. O -0.116
2. N 0.101



Entry 3:
Below is a structure of composition C32H36Cl3FGeN7O8PRb, with properties calculated with ωB97M-V/def2-TZVPD.

Atoms and positions in Å:
Rb  1.884  -0.564  -0.296
N  1.108  -2.397  -4.890
C  0.698  -2.236  -3.624
N  0.972  -1.013  -3.229
C  1.584  -0.467  -4.310
N  1.693  -1.271  -5.351
C  2.140  0.895  -4.291
C  2.579  1.525  -5.453
N  3.117  2.739  -5.432
C  3.221  3.310  -4.235
C  2.784  2.688  -3.073
N  2.232  1.482  -3.101
H  1.099  -3.235  -5.444
H  0.248  -3.011  -3.018
H  2.487  1.024  -6.409
H  3.671  4.295  -4.191
H  2.909  3.149  -2.103
O  4.382  2.053  -0.662
C  4.023  1.620  0.449
O  3.927  0.430  0.829
C  3.551  2.677  1.485
P  1.727  2.525  1.668
C  1.359  3.826  2.916
C  0.079  4.388  2.952
C  -0.277  5.301  3.931
C  0.638  5.673  4.908
C  1.908  5.120  4.891
C  2.264  4.206  3.906
C  1.122  3.412  0.173
C  0.203  2.773  -0.656
C  -0.304  3.429  -1.776
C  0.102  4.717  -2.077
C  1.025  5.361  -1.256
C  1.527  4.711  -0.142
H  3.857  3.683  1.196
H  3.989  2.414  2.450
H  -0.645  4.105  2.196
H  -1.276  5.721  3.931
H  0.360  6.386  5.676
H  2.633  5.399  5.646
H  3.263  3.791  3.913
H  -0.133  1.761  -0.444
H  -1.010  2.913  -2.416
H  -0.289  5.221  -2.953
H  1.350  6.368  -1.489
H  2.238  5.219  0.501
Cl  2.893  -3.499  -1.382
Ge  1.452  -4.892  -0.373
Cl  3.060  -5.695  1.374
Cl  1.514  -6.621  -1.828
C  1.841  -1.779  3.902
C  0.923  -2.417  2.876
O  1.604  -2.661  1.650
H  1.288  -1.548  4.815
H  2.259  -0.853  3.504
H  2.670  -2.444  4.161
H  0.096  -1.748  2.638
H  0.499  -3.352  3.260
H  2.289  -3.333  1.790
C  -2.264  -3.141  -1.006
C  -1.356  -4.200  -0.386
C  -1.300  -4.000  1.124
C  -1.861  -5.599  -0.729
O  -0.066  -3.993  -0.966
H  -3.275  -3.225  -0.598
H  -2.326  -3.272  -2.089
H  -1.876  -2.143  -0.792
H  -2.298  -4.096  1.561
H  -0.912  -3.012  1.362
H  -0.653  -4.748  1.590
H  -2.879  -5.739  -0.356
H  -1.222  -6.364  -0.280
H  -1.855  -5.750  -1.810
F  -5.704  -3.407  2.381
C  -5.465  -2.651  1.292
C  -4.540  -1.683  1.314
N  -4.274  -0.900  0.216
C  -3.262  0.177  0.288
C  -1.952  -0.246  1.013
O  -2.084  -0.682  2.176
O  -0.913  -0.111  0.340
C  -4.972  -1.059  -0.957
O  -4.825  -0.379  -1.954
N  -5.894  -2.098  -0.940
C  -6.241  -2.940  0.107
O  -7.095  -3.798  -0.021
H  -3.898  -1.466  2.164
H  -3.700  1.028  0.818
H  -3.056  0.465  -0.736
H  -6.385  -2.237  -1.810

Summary:
Kohn-Sham gap (alpha / beta)	6.021 / 7.789	eV
energy above the lowest of the compared OMol25 structures with the same formula, charge and spin	19.2	kcal per mole
max |F|	1.000	eV/A
charge	-2
HOMO (alpha / beta)	-0.084 / -0.149	Eh
spin multiplicity	2
energy	-6149.39989	hartree
E_LUMO (alpha / beta)	3.7304 / 3.7259	eV

Löwdin atomic charge list, values in e, 2 entries:
1. Rb 0.770
2. N 0.020



Entry 4:
Below is the molecule C4H7NO in a non-equilibrium geometry, with properties calculated with ωB97M-V/def2-TZVPD.

Atoms and positions in Å:
C  1.810  0.282  -0.121
N  0.433  0.139  -0.507
C  -0.533  1.097  -0.247
C  -0.433  -0.606  0.269
C  -1.735  -1.255  0.014
O  -2.116  -2.190  0.686
H  2.215  1.095  -0.725
H  2.321  -0.653  -0.344
H  1.934  0.532  0.946
H  -0.744  1.652  0.638
H  -0.771  1.706  -1.118
H  0.050  -1.070  1.145
H  -2.414  -0.695  -0.647

Summary:
SMILES	CN1C[C@H]1C=O
Kohn-Sham gap	9.291	eV
energy above the lowest of the compared OMol25 structures with the same formula, charge and spin	101.3	kcal per mole
max |F|	1.489	eV/A
HOMO	-0.332	Eh
spin multiplicity	1
energy	-286.47016	hartree
E_LUMO	0.2614	eV

Löwdin atomic charge list, values in e, 2 entries:
1. C -0.065
2. N -0.224



Entry 5:
Below is a cluster of 2 separate species, C4H10O2 in total in a non-equilibrium geometry, with properties calculated with ωB97M-V/def2-TZVPD.

Atoms and positions in Å:
C  -0.317  1.766  -0.011
C  0.130  2.971  -0.318
O  -0.453  3.795  -1.246
H  -0.111  1.350  0.963
H  -0.991  1.222  -0.660
H  0.940  3.409  0.261
H  -0.548  4.667  -0.849
C  0.637  -2.251  -0.685
C  -0.158  -1.780  0.520
O  -0.325  -2.939  1.342
H  0.062  -3.028  -1.185
H  0.890  -1.437  -1.361
H  1.557  -2.691  -0.303
H  -1.143  -1.402  0.227
H  0.360  -0.990  1.067
H  -0.531  -2.662  2.239

Summary:
SMILES	C=CO.CCO
Kohn-Sham gap	10.063	eV
energy above the lowest of the compared OMol25 structures with the same formula, charge and spin	47.7	kcal per mole
max |F|	1.162	eV/A
HOMO	-0.342	Eh
spin multiplicity	1
energy	-308.82211	hartree
E_LUMO	0.7584	eV

Löwdin atomic charge list, values in e, 2 entries:
1. C 0.002
2. C -0.281



Entry 6:
Below is a structure of composition C32H29BLaN8O2 in a non-equilibrium geometry, with properties calculated with ωB97M-V/def2-TZVPD.

Atoms and positions in Å:
La  0.416  -0.126  -0.649
C  1.321  3.203  -1.944
O  1.053  2.471  -0.741
C  1.088  3.160  0.470
C  1.284  4.532  0.509
C  1.323  5.183  1.734
C  1.173  4.459  2.906
C  0.984  3.088  2.855
C  0.922  2.416  1.642
N  0.759  0.984  1.530
N  0.762  0.399  2.649
C  0.739  -0.958  2.806
C  1.071  -1.913  1.813
O  1.419  -1.543  0.622
C  1.059  -3.300  2.142
C  0.762  -3.706  3.394
C  0.471  -2.782  4.451
C  0.202  -3.246  5.751
C  -0.056  -2.365  6.766
C  -0.058  -0.988  6.493
C  0.190  -0.518  5.227
C  0.469  -1.408  4.173
H  2.319  3.634  -1.911
H  0.576  3.982  -2.091
H  1.253  2.487  -2.757
H  1.418  5.100  -0.398
H  1.482  6.253  1.761
H  1.213  4.960  3.865
H  0.886  2.511  3.765
H  1.304  -3.999  1.353
H  0.752  -4.767  3.624
H  0.208  -4.314  5.937
H  -0.257  -2.724  7.766
H  -0.259  -0.285  7.292
H  0.175  0.545  5.033
N  -1.791  1.425  -0.322
C  -2.496  1.754  -1.560
C  -3.642  2.493  -1.529
C  -4.367  2.786  -2.705
C  -3.923  2.315  -3.902
C  -2.729  1.559  -3.973
C  -2.242  1.051  -5.202
C  -1.082  0.348  -5.234
C  -0.377  0.164  -4.028
N  -0.796  0.602  -2.859
C  -1.987  1.290  -2.808
H  -2.456  0.996  0.316
H  -1.496  2.283  0.138
H  -4.010  2.848  -0.572
H  -5.275  3.371  -2.644
H  -4.472  2.512  -4.815
H  -2.810  1.232  -6.108
H  -0.683  -0.060  -6.153
H  0.564  -0.369  -4.031
B  0.833  -3.110  -2.499
N  -0.298  -3.094  -1.389
C  -0.878  -4.184  -0.868
C  -2.013  -3.811  -0.166
C  -2.061  -2.429  -0.316
N  -1.033  -1.997  -1.056
N  2.085  -2.193  -2.174
C  3.354  -2.607  -2.080
C  4.199  -1.509  -2.046
C  3.339  -0.421  -2.129
N  2.066  -0.830  -2.215
H  1.243  -4.245  -2.547
H  0.340  -2.722  -3.541
H  -0.452  -5.158  -1.049
H  -2.704  -4.448  0.361
H  -2.796  -1.732  0.061
H  3.576  -3.663  -2.057
H  5.275  -1.506  -1.981
H  3.572  0.634  -2.156

Summary:
Kohn-Sham gap	6.888	eV
energy above the lowest of the compared OMol25 structures with the same formula, charge and spin	18.8	kcal per mole
max |F|	2.818	eV/A
charge	+1
HOMO	-0.374	Eh
spin multiplicity	1
energy	-1881.75862	hartree
E_LUMO	-3.2823	eV

Löwdin atomic charge list, values in e, 2 entries:
1. La 2.052
2. C -0.047



Entry 7:
Below is a structure of composition C2H4Br6Ca2O2 in a non-equilibrium geometry, with properties calculated with ωB97M-V/def2-TZVPD.

Atoms and positions in Å:
Ca  2.515  -1.744  -1.832
Ca  2.510  1.631  -2.699
O  2.983  -0.437  -3.542
H  3.050  -0.205  -4.489
O  1.510  0.185  -1.181
H  0.869  0.723  -0.675
C  -1.393  -1.386  -0.596
Br  -3.031  -1.469  0.430
Br  -1.558  -2.356  -2.351
Br  0.104  -2.296  0.394
H  -1.122  -0.348  -0.791
C  -1.250  1.465  3.602
Br  -3.063  0.737  3.270
Br  -1.122  3.406  3.927
Br  -0.178  1.022  2.008
H  -0.823  1.072  4.524

Summary:
Kohn-Sham gap (alpha / beta)	8.603 / 4.490	eV
energy above the lowest of the compared OMol25 structures with the same formula, charge and spin	0.0	kcal per mole
max |F|	1.719	eV/A
charge	+3
HOMO (alpha / beta)	-0.695 / -0.691	Eh
spin multiplicity	2
energy	-17027.38744	hartree
E_LUMO (alpha / beta)	-10.3080 / -14.3057	eV

Löwdin atomic charge list, values in e, 2 entries:
1. Ca 1.520
2. Ca 1.670



Entry 8:
Below is a cluster of 7 separate species, CH15NO6 in total in a non-equilibrium geometry, with properties calculated with ωB97M-V/def2-TZVPD.

Atoms and positions in Å:
C  2.365  -0.047  -1.177
N  2.437  -0.349  0.121
H  1.839  1.129  -1.346
H  2.712  -0.469  -2.029
H  2.941  -1.167  0.382
O  0.044  -2.657  1.837
H  -0.893  -2.859  1.698
H  -0.056  -1.601  1.681
O  -2.806  0.720  1.201
H  -2.807  1.686  1.379
H  -1.913  0.321  1.425
O  -0.030  -0.014  1.608
H  0.829  0.296  1.576
H  -0.304  0.205  0.623
O  -1.665  0.586  -1.553
H  -2.216  0.439  -0.739
H  -2.204  1.284  -2.032
O  0.168  -1.247  -2.848
H  0.594  -1.641  -1.993
H  -0.187  -2.018  -3.304
O  0.525  2.710  0.621
H  0.087  2.647  1.415
H  0.434  3.691  0.556

Summary:
SMILES	C=N.O.O.O.O.O.O
Kohn-Sham gap	10.538	eV
energy above the lowest of the compared OMol25 structures with the same formula, charge and spin	86.1	kcal per mole
max |F|	8.699	eV/A
HOMO	-0.380	Eh
spin multiplicity	1
energy	-553.18353	hartree
E_LUMO	0.2078	eV

Löwdin atomic charge list, values in e, 2 entries:
1. C -0.086
2. N 0.025



Entry 9:
Below is a cluster of 2 separate species, CO6S2 in total in a non-equilibrium geometry, with properties calculated with ωB97M-V/def2-TZVPD.

Atoms and positions in Å:
O  -1.368  -1.765  -2.489
S  -1.613  -1.657  -1.108
S  -1.309  0.468  0.267
O  -1.672  0.268  1.629
O  -0.376  -0.764  -0.235
O  -2.442  -0.201  -0.790
O  3.167  0.456  0.249
C  2.182  0.861  0.632
O  1.130  1.220  0.862

Summary:
SMILES	O=[S@]12=[S@@](=O)(O1)O2.O=C=O
Kohn-Sham gap	10.009	eV
energy above the lowest of the compared OMol25 structures with the same formula, charge and spin	0.0	kcal per mole
max |F|	3.206	eV/A
HOMO	-0.390	Eh
spin multiplicity	1
energy	-1285.89729	hartree
E_LUMO	-0.5973	eV

Löwdin atomic charge list, values in e, 2 entries:
1. O -0.350
2. S 0.977



Entry 10:
Below is a structure of composition HPS2 in a non-equilibrium geometry, with properties calculated with ωB97M-V/def2-TZVPD.

Atoms and positions in Å:
P  0.464  1.001  0.520
S  -0.266  0.878  2.304
S  -0.098  -1.248  -0.826
H  -0.099  -0.631  -1.997

Summary:
Kohn-Sham gap	7.013	eV
energy above the lowest of the compared OMol25 structures with the same formula, charge and spin	0.0	kcal per mole
max |F|	2.563	eV/A
HOMO	-0.335	Eh
spin multiplicity	1
energy	-1138.29486	hartree
E_LUMO	-2.0975	eV

Löwdin atomic charge list, values in e, 2 entries:
1. P 0.188
2. S 0.031



Entry 11:
Below is a structure of composition C7H10HgIN in a non-equilibrium geometry, with properties calculated with ωB97M-V/def2-TZVPD.

Atoms and positions in Å:
C  0.654  -0.257  -2.599
C  -0.770  -0.356  -2.585
C  -1.150  -1.376  -1.680
C  0.034  -1.971  -1.199
C  1.162  -1.320  -1.763
Hg  0.739  -0.831  1.762
N  0.848  1.195  0.838
C  -0.227  2.261  0.555
C  -1.607  2.176  0.014
H  -2.151  -1.643  -1.394
H  -1.465  0.332  -3.074
H  0.062  -2.771  -0.455
H  2.197  -1.493  -1.518
H  1.232  0.471  -3.146
H  -1.833  2.204  -1.043
H  0.167  2.972  -0.183
H  1.835  1.334  0.540
H  -2.503  2.157  0.631
H  -0.394  2.876  1.427
I  -0.392  -2.841  2.952

Summary:
Kohn-Sham gap (alpha / beta)	4.796 / 3.561	eV
max |F|	2.785	eV/A
charge	-2
HOMO (alpha / beta)	0.008 / 0.061	Eh
spin multiplicity	1
energy	-778.41737	hartree
E_LUMO (alpha / beta)	5.0184 / 5.2277	eV

Löwdin atomic charge list, values in e, 2 entries:
1. C -0.219
2. C -0.246



Entry 12:
Below is a cluster of 9 separate species, H18O9 in total in a non-equilibrium geometry, with properties calculated with ωB97M-V/def2-TZVPD.

Atoms and positions in Å:
O  -0.109  0.402  -0.261
H  -0.447  -0.273  0.316
H  -0.625  1.195  0.050
O  -0.233  -3.705  -2.130
H  0.508  -3.475  -1.698
H  -0.772  -2.948  -1.914
O  -2.991  3.527  0.425
H  -2.501  2.874  0.876
H  -3.594  3.859  1.106
O  3.493  3.439  -1.160
H  3.087  4.263  -1.577
H  3.076  3.151  -0.326
O  -1.768  -1.138  1.822
H  -1.036  -0.522  1.958
H  -2.518  -0.595  2.297
O  2.351  -3.054  -0.406
H  2.984  -2.516  0.039
H  2.428  -2.567  -1.297
O  1.875  1.248  -0.940
H  2.630  1.614  -1.410
H  1.601  0.728  -1.770
O  -4.474  -0.887  -0.944
H  -4.890  -1.109  -1.859
H  -4.950  -0.085  -0.836
O  2.055  -1.420  3.171
H  1.771  -0.518  3.154
H  3.048  -1.490  3.314

Summary:
SMILES	O.O.O.O.O.O.O.O.O
Kohn-Sham gap	10.861	eV
energy above the lowest of the compared OMol25 structures with the same formula, charge and spin	110.0	kcal per mole
max |F|	5.217	eV/A
HOMO	-0.403	Eh
spin multiplicity	1
energy	-687.85049	hartree
E_LUMO	-0.1183	eV

Löwdin atomic charge list, values in e, 2 entries:
1. O -0.072
2. H -0.009